Entry from the OMol25 dataset: 13 unconnected molecules or ions with the total composition C30H89N3O13 (ωB97M-V with the def2-TZVPD basis set).

Values from the calculation:
Multiplicity: 2
Charge: +1
Orbital gap (alpha / beta) (eV): 7.51 / 1.46
⟨S²⟩: 0.756

```
135
Properties=species:S:1:pos:R:3:forces:R:3:lowdin_charge:R:1
O -0.42455 -0.00736 1.78015 -0.7892 0.8164 0.4633 -0.05
H 0.16577 -0.14561 1.03945 0.2560 -0.1426 -0.2630 0.00
H 0.11918 -0.16226 2.55255 0.2755 0.1475 0.6373 0.00
C 0.39501 4.69617 -1.62417 -1.9795 -0.2499 0.7687 -0.08
C 1.53327 3.80801 -1.82329 1.8335 1.6654 -1.1074 -0.37
O 1.30077 2.98944 -2.94231 -0.0129 -1.6969 -0.1148 -0.08
H 0.57119 5.43011 -0.83779 -0.2026 0.0707 -0.1311 0.09
H -0.40290 4.00511 -1.35237 -0.5339 0.3864 0.4553 0.07
H 0.04095 5.13137 -2.55869 0.3363 0.4221 0.0297 0.09
H 1.84518 3.32448 -0.89754 -0.1348 -0.6573 -0.3797 0.10
H 2.33373 4.45907 -2.17468 0.9019 0.1231 0.6655 0.10
H 1.23349 3.59897 -3.68092 -0.1923 -0.1363 -0.1679 0.09
C -0.45794 -6.34018 3.04546 -1.1128 2.1031 -0.2995 -0.07
C -0.99126 -5.50070 1.84693 0.0167 -1.1661 -1.0592 -0.32
O -2.25478 -4.83770 2.02978 0.7838 -1.0437 0.7808 -0.10
H -0.17467 -5.60464 3.79835 0.0503 -0.2604 0.4516 0.05
H 0.42270 -6.93860 2.81206 -0.3907 -0.1747 -0.2035 0.06
H -1.34156 -6.88115 3.38408 0.4533 -0.4403 0.2717 0.08
H -1.13268 -6.22630 1.04593 -0.3280 -0.2577 -0.2077 0.10
H -0.22590 -4.87160 1.39244 0.0537 0.6851 0.5117 0.08
H -2.16776 -3.91810 1.76829 0.5767 0.3763 -0.1888 0.01
C -0.05748 -2.18168 4.41854 0.3369 -0.6421 -0.1889 -0.06
C 1.23423 -1.40393 4.69669 -0.7088 -1.1510 1.4304 -0.29
O 1.18063 -0.11696 4.10717 0.1671 -0.1784 -0.2942 -0.09
H -0.32739 -2.27338 3.36648 -0.2828 0.8243 -0.1172 0.06
H -0.84963 -1.84108 5.08531 -0.1561 0.3340 -0.5337 0.07
H -0.01011 -3.24991 4.63007 0.7147 -0.0686 0.5545 0.07
H 2.15165 -1.96870 4.53090 0.0869 0.0351 -1.0295 0.10
H 1.26771 -1.32637 5.78341 -0.0699 0.4519 0.2865 0.11
H 1.98343 0.35521 4.33991 0.0145 0.1665 0.0034 0.09
C -5.62296 -3.00105 0.23332 -0.4577 -0.0207 -0.4002 -0.09
C -6.20985 -3.82925 1.38338 0.4186 2.0747 0.2809 -0.25
O -6.86935 -2.79062 2.17389 0.0843 -0.2934 -0.2164 -0.11
H -5.02185 -2.13800 0.51951 0.2907 -0.3408 0.6374 0.05
H -6.44695 -2.49773 -0.27246 -0.1640 -0.3574 -0.3436 0.08
H -5.04534 -3.59516 -0.47483 -0.0989 -0.1135 -0.0334 0.07
H -5.39091 -4.23590 1.97673 -0.1771 -0.4583 0.0377 0.10
H -6.90812 -4.58523 1.02419 0.0752 -0.0149 0.1027 0.11
H -7.56245 -3.10383 2.75965 0.1055 -0.4687 -0.0816 0.08
C 1.88571 2.95335 2.52068 1.1079 1.0373 -1.1847 -0.07
C 2.01714 4.39819 3.02528 0.1990 -0.7875 2.1325 -0.31
O 3.23711 5.05037 2.69571 0.0720 -0.1110 -1.0401 -0.08
H 2.87473 2.50163 2.59745 0.0644 -0.2746 0.7657 0.07
H 1.81009 2.93183 1.43352 -0.8571 -0.0302 -0.1768 0.05
H 1.11166 2.37634 3.02665 0.0315 0.1484 -0.2145 0.07
H 2.12861 4.25730 4.10037 -0.6430 -0.0108 0.4021 0.10
H 1.14762 5.04456 2.90602 -0.0711 -0.1103 -0.5804 0.11
H 3.49688 5.54803 3.47447 0.0675 0.0662 -0.1595 0.08
C -3.50991 -0.38863 4.05367 0.3404 0.5361 1.7050 -0.07
C -3.99075 -0.97743 2.78636 0.1701 -2.1098 0.0183 -0.29
O -3.34998 -0.44212 1.64655 -0.8830 1.3486 -0.6606 -0.12
H -3.66563 0.68884 4.10771 0.4164 0.2158 -0.4609 0.08
H -2.48497 -0.66649 4.29942 0.2242 0.4310 -0.4002 0.05
H -4.03494 -0.68462 4.96188 -0.5137 -0.6363 -0.2593 0.08
H -5.07827 -1.05098 2.78807 -0.0151 0.7232 -0.9047 0.11
H -3.67516 -2.01090 2.64339 -0.3163 -0.6756 1.1674 0.11
H -2.40910 -0.58255 1.77546 0.5272 0.4519 0.1147 0.04
C -2.99322 3.73393 0.59034 -1.1440 0.5782 0.4866 -0.09
C -4.01990 2.61978 0.72014 1.4743 -0.0264 -1.7922 -0.27
O -3.55218 1.57062 -0.15921 -0.4658 0.1606 0.5279 -0.13
H -3.48422 4.61018 1.01367 0.4690 0.3584 0.4193 0.07
H -2.81052 4.01787 -0.44605 0.1173 -0.4221 -0.0946 0.06
H -2.07910 3.46981 1.12205 0.0282 0.1721 -0.1367 0.07
H -4.99291 2.92101 0.33207 -0.2012 0.1682 0.5657 0.11
H -4.00661 2.21161 1.73075 -0.5296 0.2962 0.1165 0.11
H -3.59029 0.85786 0.48276 0.3142 -1.2653 -0.3296 0.01
C 3.52254 -0.46204 1.06448 -1.3274 1.1386 -1.6766 -0.07
C 4.98158 -0.19092 1.21776 -0.3817 1.4492 0.5053 -0.36
O 5.64874 -1.32179 1.59425 1.3074 -1.5387 0.5210 -0.05
H 3.08953 0.32778 0.45067 -0.1087 0.7636 0.2313 0.05
H 2.89809 -0.46119 1.95788 0.3431 -0.3723 0.2023 0.08
H 3.23820 -1.26407 0.38330 0.5528 -0.7384 0.5574 0.08
H 5.16108 0.56526 1.98201 -0.3642 0.4073 0.2849 0.11
H 5.47652 0.29098 0.37460 -0.1583 -0.5226 -0.6640 0.10
H 5.43984 -1.40616 2.52744 0.2859 -0.5433 0.1201 0.09
C 3.92059 -4.72121 1.38664 -0.9649 0.1159 0.4864 -0.06
C 3.33630 -5.40673 2.64589 -0.3726 0.1262 -0.5152 -0.33
O 4.19784 -6.36922 3.12782 1.3432 -1.2027 0.4075 -0.07
H 3.08156 -4.27853 0.84983 0.1513 0.4804 -0.0704 0.05
H 4.40091 -5.38417 0.66700 -0.1307 -0.4910 0.3420 0.08
H 4.66372 -3.96978 1.65347 -0.1502 0.2061 -0.0044 0.06
H 2.39551 -5.93481 2.49047 -0.0604 0.1556 -0.5815 0.09
H 3.12110 -4.75530 3.49290 -0.0701 0.9367 -0.3075 0.10
H 5.08127 -6.01138 3.01332 0.2554 -0.2723 0.2197 0.08
C -1.88506 -1.75699 -1.52699 0.5226 -1.1015 -0.9067 -0.04
C -0.96380 -2.65037 -0.65818 0.4248 1.0296 -0.6013 -0.36
C 0.56934 -2.34402 -0.67928 -1.5589 0.0707 -0.7909 -0.13
O 0.82723 -1.02553 -0.20850 1.1245 -0.7019 0.1003 -0.26
C 0.98541 -0.03550 -1.18432 -1.2525 0.7873 -0.3043 -0.09
N -1.41208 -2.43286 0.71107 0.7225 -0.8347 -0.2175 0.05
H -1.55381 -1.76389 -2.56541 -0.2174 0.0161 -0.2137 0.08
H -2.05936 -0.71703 -1.25093 0.4634 -0.0817 0.5216 0.06
H -2.85303 -2.25418 -1.46415 -0.1965 0.1247 -0.2788 0.08
H -1.00321 -3.68512 -0.99854 -0.4494 -0.1943 0.0417 0.14
H 0.95284 -2.41143 -1.69736 0.0709 -0.2858 -0.0770 0.13
H 1.02510 -3.10404 -0.04465 0.3736 0.3575 0.1954 0.11
H 0.05367 0.06487 -1.74100 0.0231 -0.0154 -0.3747 0.09
H 1.79792 -0.15460 -1.90107 0.2882 -0.3752 0.2156 0.08
H 1.07149 0.90826 -0.64579 0.3507 0.0651 -0.0363 0.09
H -2.36991 -2.11940 0.64466 -0.1937 0.1306 0.1536 0.05
H -0.84305 -1.61313 0.86708 -0.6953 0.2387 1.3189 0.03
C 4.33243 1.31799 -2.61304 -0.3845 0.5503 -0.6982 -0.02
C 5.71348 1.36547 -3.34918 -1.2197 -2.2656 1.5237 -0.30
C 5.74239 2.30593 -4.65129 1.2141 -0.6361 -0.7609 -0.10
O 6.98140 2.17683 -5.32982 -1.8058 0.7399 0.9603 -0.12
C 7.25786 3.31090 -6.14421 1.5501 0.4035 -0.9194 -0.07
N 6.66807 1.89867 -2.41323 -1.7775 2.3649 -2.3071 0.28
H 4.25466 0.66651 -1.74262 0.7835 -0.2120 -0.0706 0.07
H 3.48746 1.01571 -3.23171 0.3146 -0.0525 -0.4530 0.09
H 4.02359 2.29921 -2.25260 0.1879 0.3338 -0.0160 0.08
H 5.96383 0.32609 -3.56161 0.3208 0.1579 -0.9454 0.16
H 5.40448 3.32304 -4.45278 0.5201 0.3187 0.2997 0.14
H 4.97796 1.90477 -5.31674 -0.4696 -0.7400 0.2937 0.17
H 6.55004 3.51933 -6.94649 -0.5013 -0.3507 0.3020 0.11
H 8.19898 3.09003 -6.64781 -0.0480 -0.2088 0.0361 0.10
H 7.46645 4.23849 -5.61112 -0.3830 -0.0610 0.5654 0.10
H 7.41942 2.41699 -2.84559 1.5194 -0.8704 -0.0113 0.14
H 6.08147 2.67429 -2.14047 0.1222 0.5345 2.2442 0.12
C -2.95427 2.52342 -5.36553 -0.5001 -0.8345 0.5668 -0.06
C -3.36977 2.44137 -3.85491 0.2438 0.7348 -0.2773 -0.40
C -4.87596 2.17880 -3.62567 0.1596 0.8323 -0.9383 -0.15
O -5.69087 3.31710 -4.06256 1.0229 -0.6245 0.8057 -0.20
C -6.97245 3.42783 -3.44523 0.5714 -0.6334 -0.0322 -0.11
N -2.52259 1.38877 -3.21370 -0.3077 0.4039 -1.0111 0.05
H -1.90265 2.77952 -5.49441 0.1379 -0.0319 0.2846 0.06
H -3.50886 3.20185 -6.01381 -0.3135 0.1597 0.4882 0.07
H -3.09564 1.51737 -5.76045 0.1007 -0.0876 -0.2129 0.07
H -3.12879 3.42359 -3.44839 -0.1711 0.2410 0.3839 0.12
H -5.07666 1.98182 -2.57258 0.0696 -0.1877 0.0288 0.11
H -5.06933 1.31840 -4.26633 -0.6077 -0.3266 0.2273 0.12
H -7.65094 2.73005 -3.93600 -0.4763 0.4773 -0.3417 0.08
H -7.24582 4.48300 -3.44487 -0.2854 -0.2115 -0.4848 0.09
H -7.02026 3.11399 -2.40249 0.6053 -0.0417 0.3371 0.07
H -1.59093 1.77636 -3.25717 0.3593 -0.2369 0.0486 0.05
H -2.70728 1.21100 -2.23677 -0.5264 0.4510 0.2445 0.02
```
Positions in Å, forces in eV/Å.